[1]
14
Properties=species:S:1:pos:R:3:mulliken_charge:R:1 method="wB97M-V/def2-TZVPD" smiles="CC(=O)[C@@H](C)C#N" spin_multiplicity=1 e_above_lowest_kcal_mol=19.9 homo_energy_ev=-10.22
C 1.437 0.778 -1.148 -1.3321
C 0.635 -0.222 -0.311 0.4564
C 1.106 -0.479 1.061 0.1503
N 1.103 -0.610 2.225 -0.4763
C -0.733 0.346 0.159 0.5146
O -0.873 1.532 0.338 -0.5274
C -1.796 -0.666 0.543 -1.0892
H 1.306 1.787 -0.748 0.3179
H 2.503 0.535 -1.192 0.3575
H 1.049 0.769 -2.172 0.3367
H 0.541 -1.192 -0.827 0.3203
H -2.621 -0.594 -0.178 0.3546
H -2.190 -0.413 1.532 0.3052
H -1.425 -1.696 0.557 0.3116

[2]
90
Properties=species:S:1:pos:R:3:mulliken_charge:R:1 method="wB97M-V/def2-TZVPD" spin_multiplicity=1 e_above_lowest_kcal_mol=465.2 homo_energy_ev=-7.79
C 1.098 1.128 -0.558 -1.7453
S -0.228 0.541 0.592 -0.1345
O -0.920 -0.710 -0.030 -2.3321
C 0.826 0.018 1.993 -0.3167
H 1.477 2.080 -0.184 1.1504
H 0.627 1.295 -1.526 -1.4272
H 1.779 0.278 -0.604 1.3696
H 1.829 -0.240 1.651 0.5851
H 0.432 -0.759 2.648 -0.9879
H 1.042 0.890 2.610 0.3467
C -2.804 -2.215 -3.208 -0.8570
S -1.029 -1.878 -3.470 0.3314
O -0.915 -0.631 -4.354 -0.6188
C -0.499 -1.275 -1.832 -0.1427
H -3.184 -2.588 -4.159 0.5718
H -3.383 -1.321 -2.975 0.1368
H -2.930 -3.029 -2.495 0.3756
H -0.662 -2.071 -1.106 0.7380
H -0.919 -0.365 -1.405 -1.4364
H 0.553 -0.992 -1.786 0.5763
C 1.002 -2.509 0.617 1.8381
S 1.473 -4.140 0.067 0.3274
O 0.286 -5.071 0.403 -0.6370
C 1.344 -3.722 -1.747 -0.6003
H -0.082 -2.502 0.498 -0.6636
H 1.401 -1.744 -0.049 -0.1706
H 1.179 -2.230 1.656 -0.6677
H 1.553 -4.683 -2.216 0.5691
H 2.104 -3.051 -2.147 0.2581
H 0.318 -3.585 -2.091 0.0992
C 2.820 1.851 2.929 -0.5116
S 4.145 2.919 2.182 0.2727
O 5.420 2.155 2.439 -0.6583
C 3.573 2.541 0.465 -0.7928
H 2.748 0.871 2.458 -0.1552
H 1.787 2.193 2.880 0.4843
H 3.159 1.775 3.963 0.5616
H 3.295 1.488 0.456 0.0897
H 4.262 2.750 -0.354 0.5967
H 2.712 3.119 0.129 0.5692
C -4.838 1.590 -0.784 -1.2180
S -3.089 1.432 -0.123 0.4605
O -3.247 1.561 1.360 -0.7742
C -2.838 -0.379 -0.602 1.0397
H -5.586 1.112 -0.150 0.2411
H -4.788 1.304 -1.834 0.3799
H -4.943 2.669 -0.674 0.4768
H -2.580 -0.354 -1.661 -0.4421
H -3.752 -0.918 -0.354 1.4297
H -2.020 -0.873 -0.077 -1.0132
C 2.276 3.653 -1.893 -0.7621
S 3.409 2.231 -2.318 0.1063
O 3.333 1.368 -1.030 -0.6226
C 2.278 1.387 -3.478 -0.9490
H 1.888 4.062 -2.826 0.4350
H 2.954 4.346 -1.396 0.4388
H 1.425 3.386 -1.266 0.5238
H 1.260 1.370 -3.089 0.2387
H 2.704 0.401 -3.666 0.2774
H 2.221 2.026 -4.359 0.4972
C -2.584 3.225 -3.220 -0.7529
S -0.762 2.733 -3.172 0.3283
O -0.244 3.378 -1.915 -0.6416
C -1.035 0.951 -2.778 -0.2220
H -3.119 3.046 -2.288 0.0691
H -3.112 2.842 -4.093 0.3665
H -2.609 4.307 -3.351 0.4878
H -0.117 0.374 -2.666 0.5319
H -1.583 0.379 -3.526 0.9205
H -1.644 0.876 -1.877 0.3999
C 3.707 -1.719 3.773 -0.6085
S 2.470 -1.162 5.059 0.2603
O 2.065 0.245 4.549 -0.5012
C 1.032 -2.344 4.721 -0.5846
H 4.081 -2.718 3.996 0.4219
H 4.580 -1.073 3.686 0.3679
H 3.225 -1.776 2.797 -0.0496
H 0.194 -2.006 5.331 0.3672
H 1.317 -3.386 4.867 0.4977
H 0.800 -2.119 3.679 0.0132
C -4.215 -0.593 2.698 -0.7897
S -3.342 -2.156 2.073 0.1222
O -3.450 -2.141 0.578 -0.4353
C -1.629 -1.583 2.588 0.3528
H -4.116 -0.591 3.784 0.3776
H -5.234 -0.560 2.311 0.3541
H -3.689 0.269 2.287 0.2143
H -1.668 -1.441 3.669 0.5133
H -1.145 -0.830 1.967 -0.4908
H -0.930 -2.387 2.357 0.3537

[3]
102
Properties=species:S:1:pos:R:3:mulliken_charge:R:1 method="wB97M-V/def2-TZVPD" smiles="COCCNCCOC.COCCNCCOC.NC(N)=O.NC(N)=O.NC(N)=O.NC(N)=O.NC(N)=O.NC(N)=O.O.O" spin_multiplicity=1 e_above_lowest_kcal_mol=85.5 homo_energy_ev=-8.29
C -1.395 3.500 -3.905 -0.4214
O -2.227 3.414 -2.704 -0.4712
C -1.602 2.784 -1.626 0.7315
C -2.725 2.385 -0.724 -0.9125
N -3.206 3.456 0.153 -0.2121
C -4.352 2.964 0.968 -0.5665
C -5.325 4.092 1.504 -0.7113
O -6.127 4.517 0.315 -0.2900
C -6.972 5.625 0.565 -0.7757
H -0.607 4.251 -3.846 0.0853
H -2.084 3.714 -4.722 0.3740
H -0.973 2.578 -4.304 0.0218
H -0.850 3.382 -1.112 -0.0070
H -0.998 1.923 -1.916 -0.4784
H -2.438 1.667 0.045 0.4975
H -3.507 2.094 -1.425 0.6286
H -3.385 4.316 -0.346 0.2245
H -3.801 2.531 1.802 0.3814
H -4.920 2.224 0.403 0.2469
H -4.767 4.961 1.852 0.3691
H -5.971 3.839 2.344 0.4778
H -6.428 6.531 0.834 0.3150
H -7.740 5.455 1.319 0.2927
H -7.504 5.880 -0.352 0.2490
C 2.169 -5.987 8.525 -0.7952
O 2.147 -5.175 7.297 -0.3276
C 1.072 -5.311 6.400 -0.4045
C 1.427 -4.177 5.427 -0.7519
N 2.359 -4.387 4.336 -0.3195
C 1.949 -5.319 3.178 -0.5570
C 2.866 -4.988 1.942 -0.9196
O 2.454 -3.714 1.362 -0.4153
C 3.112 -3.412 0.177 -0.0221
H 3.135 -6.423 8.780 0.2567
H 1.499 -6.846 8.548 0.3326
H 1.949 -5.296 9.339 0.2617
H 0.246 -5.139 7.091 0.4166
H 1.074 -6.295 5.932 0.3065
H 1.888 -3.345 5.958 0.3789
H 0.465 -3.771 5.113 0.3957
H 2.652 -3.541 3.869 0.2606
H 0.921 -5.398 2.827 0.3490
H 2.253 -6.327 3.462 0.3802
H 2.909 -5.747 1.160 0.5177
H 3.860 -4.808 2.352 0.4174
H 2.493 -2.851 -0.524 -0.7147
H 3.598 -4.282 -0.264 0.4798
H 3.957 -2.758 0.391 0.3929
C 1.902 5.106 -1.597 0.6674
O 2.148 4.163 -2.276 -0.6375
N 0.943 5.996 -1.875 -0.3281
N 2.603 5.448 -0.559 -0.4314
H 1.004 6.838 -1.321 0.1323
H 0.266 5.901 -2.618 0.1684
H 2.352 6.256 -0.007 0.1649
H 3.395 4.828 -0.464 0.2267
C 0.576 3.926 2.126 0.6427
O 0.713 5.133 2.460 -0.7569
N -0.376 3.224 1.625 -0.0736
N 1.542 3.010 2.211 -0.3607
H -1.181 3.747 1.311 0.0807
H -0.244 2.259 1.356 0.3926
H 2.471 3.334 2.436 0.1993
H 1.278 2.035 2.229 0.1804
C 3.481 -1.436 -3.739 0.6178
O 3.113 -0.672 -2.935 -0.6574
N 3.617 -1.270 -5.083 -0.4229
N 3.935 -2.622 -3.368 -0.4649
H 3.367 -0.398 -5.527 0.2458
H 3.732 -2.133 -5.594 0.1600
H 4.150 -3.321 -4.065 0.1596
H 3.667 -2.857 -2.423 0.1498
C -2.614 -1.516 -0.903 0.3638
O -1.609 -2.014 -0.376 -0.8068
N -2.512 -0.574 -1.860 -0.0802
N -3.787 -1.834 -0.609 -0.3563
H -3.245 -0.156 -2.415 0.2232
H -1.553 -0.259 -1.883 -0.2795
H -4.027 -2.584 0.024 0.3056
H -4.399 -1.655 -1.392 0.1847
C -0.045 -2.204 -4.015 0.6755
O 0.470 -2.875 -3.179 -0.5676
N -0.640 -2.586 -5.078 -0.4190
N -0.031 -0.899 -3.977 0.0318
H -0.587 -3.577 -5.268 0.2739
H -0.949 -1.871 -5.721 0.1072
H 0.520 -0.460 -3.253 -0.1123
H -0.417 -0.382 -4.755 0.1796
C 0.797 0.384 -0.341 0.5121
O 0.021 0.856 0.450 -1.0043
N 0.755 -0.888 -0.670 0.6330
N 1.785 0.947 -1.048 0.0322
H -0.075 -1.345 -0.321 0.0348
H 1.196 -1.107 -1.553 -0.8371
H 2.072 1.885 -0.808 0.1720
H 2.377 0.306 -1.556 0.4213
O -0.105 -4.049 0.584 -0.7220
H -0.583 -3.243 0.389 0.5167
H 0.796 -3.764 0.733 0.4368
O 1.699 1.896 -4.107 -0.6040
H 1.512 2.789 -3.815 0.3804
H 2.172 1.499 -3.376 0.2818

[4]
20
Properties=species:S:1:pos:R:3:lowdin_spin:R:1 method="wB97M-V/def2-TZVPD" charge=+3 spin_multiplicity=2 homo_energy_ev="-21.60 / -21.59"
Yb -0.313 -1.824 -1.172 0.0160
O -1.215 4.169 -2.089 0.0001
C -1.107 3.028 -2.086 0.0003
C 1.705 -1.277 -2.018 -0.0002
O 2.804 -1.399 -2.369 -0.0001
C -2.668 -2.297 -1.830 -0.0001
O -3.657 -2.824 -2.075 0.0000
C -0.407 -0.328 -3.826 0.0001
O -0.315 -0.086 -4.947 0.0000
C 0.772 0.339 3.195 -0.0211
C 1.053 1.388 2.301 0.1985
C 0.699 1.253 0.956 0.3005
N 0.141 0.124 0.452 0.0287
C -0.193 -0.848 1.318 0.2493
C 0.129 -0.793 2.686 0.2035
H 1.039 0.393 4.265 -0.0031
H 1.548 2.294 2.669 0.0048
H 0.896 2.071 0.269 0.0088
H -0.776 -1.727 0.980 0.0083
H -0.136 -1.655 3.321 0.0057

[5]
20
Properties=species:S:1:pos:R:3:mulliken_charge:R:1 method="wB97M-V/def2-TZVPD" smiles="CC(N)=O.CCC" spin_multiplicity=1 e_above_lowest_kcal_mol=33.9 homo_energy_ev=-9.88
C -0.569 0.328 1.592 0.1081
C -1.354 -0.938 1.516 -1.1014
C 0.763 0.231 2.243 -0.8613
H -0.479 0.595 0.520 -0.0639
H -1.177 1.153 2.016 0.3078
H -0.865 -1.722 0.790 0.1767
H -2.296 -0.836 1.055 0.3808
H 0.961 -0.226 3.280 0.3004
H 1.453 -0.304 1.453 0.1439
H -1.720 -1.263 2.558 0.2981
H 1.314 1.243 2.210 0.2834
C 1.398 0.555 -1.700 -0.8826
C 0.197 0.517 -2.585 0.7682
O -0.347 1.415 -3.266 -0.6541
N -0.623 -0.585 -2.477 -0.3588
H 1.644 -0.364 -1.232 0.3306
H 1.278 1.214 -0.746 0.1350
H -1.472 -0.491 -2.904 0.1935
H -0.427 -1.472 -2.109 0.1750
H 2.319 0.951 -2.214 0.3206

[6]
85
Properties=species:S:1:pos:R:3:mulliken_charge:R:1 method="wB97M-V/def2-TZVPD" spin_multiplicity=1 e_above_lowest_kcal_mol=184.3 homo_energy_ev=-9.80
Hg 2.021 2.819 3.042 0.9510
N 4.146 0.948 4.535 -0.0320
S 5.427 0.169 4.256 1.0016
O 5.287 -1.264 4.249 -0.4514
O 6.704 0.768 4.628 -0.5195
F 5.421 0.514 2.705 -0.2828
S 4.280 0.666 6.220 1.0543
O 5.365 1.294 6.933 -0.4948
O 3.793 -0.645 6.665 -0.4881
F 3.086 1.665 6.702 -0.2902
N 0.490 0.640 1.190 -0.0652
S 0.750 -1.089 1.274 1.0051
O 2.049 -1.553 0.866 -0.4566
O -0.466 -1.865 1.070 -0.4640
F 0.967 -1.202 2.880 -0.2542
S 0.368 0.557 -0.327 0.9606
O -0.802 -0.097 -0.875 -0.4056
O 1.632 0.615 -1.061 -0.5176
F -0.202 2.053 -0.514 -0.2963
C -5.955 -1.183 -1.078 -0.6001
O -5.912 -2.297 -1.894 -0.4831
H -5.178 -0.460 -1.329 0.1970
H -6.900 -0.656 -1.215 0.3443
H -5.916 -1.396 -0.010 0.2732
H -6.701 -2.813 -1.714 0.2821
C 4.334 -4.960 -1.643 -0.5775
O 4.543 -3.558 -1.312 -0.4745
H 4.886 -5.571 -0.929 0.3009
H 3.315 -5.309 -1.476 0.2349
H 4.651 -5.175 -2.663 0.2449
H 4.065 -3.330 -0.511 0.2804
C 0.964 -4.375 -4.413 -0.6631
O 0.755 -3.353 -3.467 -0.3709
H 1.988 -4.251 -4.767 0.2052
H 0.887 -5.386 -4.012 0.2678
H 0.296 -4.405 -5.274 0.3056
H -0.149 -3.385 -3.143 0.2529
C 0.077 6.226 -3.385 -0.5597
O 0.230 6.686 -2.077 -0.4785
H 0.564 5.254 -3.468 0.2447
H -0.965 6.177 -3.699 0.2192
H 0.402 6.944 -4.138 0.2751
H 1.138 6.955 -1.919 0.3001
O -2.504 -3.381 -1.648 -0.5858
H -3.209 -2.875 -2.052 0.2769
H -2.365 -2.964 -0.798 0.2956
O 3.310 -0.972 -5.130 -0.6287
H 2.991 -1.445 -4.361 0.3226
H 3.317 -1.626 -5.828 0.3045
C -2.979 1.793 -5.563 -1.0644
C -2.606 0.325 -5.411 -0.0942
O -1.228 0.250 -5.078 -0.4720
H -2.497 2.097 -6.492 0.2769
H -2.622 2.408 -4.737 0.2526
H -4.056 1.886 -5.701 0.3519
H -2.683 -0.185 -6.372 0.2891
H -3.270 -0.142 -4.683 0.2218
H -1.013 -0.685 -5.050 0.2472
C 0.803 7.717 2.365 -1.0353
C -0.129 6.572 2.702 -0.2349
O 0.143 5.531 1.914 -0.4202
H 0.648 8.076 1.347 0.3122
H 1.855 7.432 2.347 0.2650
H 0.681 8.543 3.066 0.3371
H -1.190 6.806 2.616 0.2352
H 0.039 6.213 3.717 0.2934
H -0.004 5.814 1.009 0.2717
C -5.249 2.611 3.144 -1.1867
C -3.931 2.595 2.439 0.0519
O -3.046 1.613 2.999 -0.5117
H -5.604 1.581 3.180 0.2936
H -5.986 3.309 2.747 0.3612
H -5.111 2.968 4.165 0.2976
H -3.478 3.586 2.439 0.1926
H -4.052 2.296 1.398 0.2463
H -2.248 1.550 2.469 0.2586
C 1.941 -6.131 3.246 -0.7480
C 0.634 -6.805 3.186 -0.2583
O 0.710 -7.825 2.203 -0.5274
H 2.065 -5.561 4.167 0.2972
H 2.116 -5.476 2.392 0.1509
H 2.681 -6.931 3.245 0.3084
H -0.117 -6.098 2.834 0.2051
H 0.286 -7.291 4.097 0.2806
H 1.221 -8.551 2.569 0.2948

Number 1: energy -8835.3408 eV. Number 2: energy -135458.7260 eV. Number 3: energy -65037.8959 eV. Number 4: energy -50588.6059 eV. Number 5: energy -8932.5405 eV. Number 6: energy -111362.5414 eV.